No. 1
110
Properties=species:S:1:pos:R:3:forces:R:3 method="wB97M-V/def2-TZVPD" homo_energy_ev=-7.64 orbital_gap_ev=7.49 lumo_energy_ha=-0.0052 smiles="C#Cc1cc(I)c(Br)c2c1Sc1cccc(O)c1N2.CCOC(C)=O.CCOC(C)=O.CCOC(C)=O.CCOC(C)=O.CCOC(C)=O.CCOC(C)=O"
C 3.96708 12.23210 1.27348 -3.27 -4.70 -3.72
C 3.34339 11.36367 0.48668 2.14 2.24 4.78
C 2.59016 10.00747 0.02115 -0.22 -1.79 -0.87
C 1.02866 9.80152 0.05588 2.78 -2.60 -1.32
C 0.44421 8.39800 -0.41304 3.78 1.08 0.20
I -1.75211 8.23055 -0.32336 2.02 0.03 -0.11
C 1.39124 7.20155 -0.89416 1.16 3.60 1.13
Br 0.49005 5.49984 -1.39312 1.29 1.70 0.47
C 2.98100 7.40090 -0.95919 -3.06 2.61 1.14
C 3.50764 8.83603 -0.49577 -2.03 -1.37 0.03
S 5.37595 9.04481 -0.57571 -1.23 -1.73 0.67
C 5.96037 7.34482 -0.01766 -0.25 -2.88 0.48
C 7.20452 7.17854 0.92981 -2.03 -2.78 -0.89
C 7.64331 5.74290 1.41783 -3.46 1.03 -3.00
C 6.81747 4.51168 0.88779 -0.86 3.05 -0.92
C 5.55405 4.68104 -0.08344 1.37 2.65 0.81
O 4.81459 3.51081 -0.56281 0.32 2.73 1.84
C 5.06518 6.13190 -0.56257 3.94 -0.99 2.80
N 3.87492 6.30690 -1.44514 -0.18 1.08 3.16
H 4.49940 12.93043 2.03048 -1.27 -1.53 -2.10
H 0.38664 10.68949 0.40559 0.95 -1.85 -0.69
H 7.76532 8.13089 1.29160 -1.22 -1.94 -0.78
H 8.54345 5.67530 2.13285 -1.72 -0.17 -1.38
H 7.13642 3.45601 1.21470 -0.76 1.85 -0.70
H 3.92609 3.61705 -0.11917 1.06 -0.33 -0.54
H 3.32509 5.41510 -1.39244 0.62 1.05 -0.31
C -0.49102 2.65821 2.45183 -0.12 0.14 0.06
C 0.97791 2.44773 2.14625 -0.37 -0.09 0.18
O 1.56824 3.64459 1.60966 0.55 -0.05 -0.50
C 2.05433 4.65580 2.35336 0.19 0.90 -0.07
C 1.73365 4.70463 3.81938 0.41 -0.32 0.50
O 2.68108 5.55384 1.82490 -0.50 -1.10 -0.02
H -0.63769 3.42729 3.21344 0.03 -0.14 0.03
H -0.94736 1.73039 2.80594 0.04 0.07 0.00
H -1.02272 2.99384 1.55733 0.10 -0.12 0.02
H 1.54098 2.08575 3.01032 -0.04 0.16 -0.01
H 1.07634 1.68333 1.37139 0.15 0.27 -0.06
H 0.85169 5.32903 3.97362 0.06 -0.06 -0.03
H 2.58451 5.14531 4.34526 -0.20 0.16 -0.21
H 1.57264 3.72584 4.26811 -0.23 0.05 -0.07
C -4.20681 -2.07968 3.14900 -0.39 0.14 0.16
C -2.88649 -1.35910 2.97565 -0.24 -0.36 -0.14
O -2.58769 -0.54692 4.12563 0.35 0.57 0.11
C -1.98792 -0.99921 5.24119 0.02 0.41 0.71
C -1.85772 -2.48109 5.44890 0.59 -0.45 -0.26
O -1.62555 -0.21842 6.10018 -0.36 -0.43 -0.99
H -4.18216 -2.76710 3.99756 0.07 -0.06 -0.14
H -4.45393 -2.64827 2.25194 0.06 0.20 0.19
H -5.00995 -1.36347 3.34561 0.14 0.08 -0.03
H -2.06174 -2.03939 2.75093 -0.14 -0.01 0.13
H -2.96147 -0.67389 2.12756 0.10 0.12 0.26
H -2.70211 -2.83618 6.04252 0.06 0.04 -0.06
H -0.92840 -2.67431 5.99114 -0.26 0.15 0.14
H -1.79445 -3.05188 4.52360 -0.27 0.00 0.00
C -1.20746 2.67914 -4.77675 -0.05 -0.14 -0.22
C -0.93302 2.43924 -3.30614 0.05 0.00 -0.29
O -1.62204 1.26731 -2.83943 -0.26 0.09 0.55
C -1.14569 0.01205 -2.94833 -0.24 -1.07 0.05
C 0.03216 -0.24471 -3.84375 0.49 0.16 0.60
O -1.71120 -0.90669 -2.38666 0.20 1.13 -0.29
H -0.84171 1.85547 -5.39381 0.14 0.11 0.08
H -0.72726 3.60167 -5.11237 -0.02 -0.07 0.04
H -2.28335 2.75571 -4.95631 0.08 0.10 0.13
H 0.13500 2.38293 -3.07985 -0.05 -0.12 -0.10
H -1.32762 3.27836 -2.72719 -0.12 -0.27 0.10
H -0.32483 -0.54689 -4.82931 0.04 0.09 0.11
H 0.62620 -1.05397 -3.41100 -0.28 -0.04 -0.14
H 0.70307 0.60436 -3.94244 -0.24 -0.10 -0.18
C 3.82752 -2.26250 -8.09920 0.11 0.17 -0.08
C 2.52438 -2.38308 -7.33510 0.20 -0.01 -0.21
O 2.34678 -1.27032 -6.44258 -0.26 -0.06 0.51
C 1.81809 -0.08526 -6.80023 0.04 0.84 0.32
C 1.64759 0.22780 -8.25912 -0.62 -0.18 -0.39
O 1.55384 0.74536 -5.95315 0.59 -0.92 -0.90
H 3.84295 -1.37153 -8.73094 -0.06 -0.11 -0.03
H 3.98399 -3.13833 -8.73370 -0.02 0.06 0.07
H 4.66879 -2.17370 -7.40680 -0.12 -0.10 -0.02
H 1.65907 -2.50076 -7.99247 0.06 0.13 0.02
H 2.55878 -3.27680 -6.70733 -0.09 0.28 0.14
H 2.52119 0.77838 -8.61286 -0.07 -0.04 0.04
H 0.75650 0.84956 -8.37799 0.28 0.10 0.13
H 1.49073 -0.65060 -8.88297 0.22 0.02 -0.01
C -5.58085 -6.12218 -1.00698 -0.10 -0.10 0.21
C -4.25907 -5.40019 -1.17540 -0.23 -0.20 -0.06
O -3.96416 -4.59214 -0.02384 0.28 0.51 0.08
C -3.36696 -5.04806 1.09169 0.14 0.12 0.61
C -3.23580 -6.52956 1.29627 0.52 -0.26 -0.24
O -3.00780 -4.26803 1.95371 -0.14 -0.69 -1.09
H -5.55807 -6.81180 -0.16007 0.05 -0.04 -0.12
H -5.82673 -6.68983 -1.90779 0.03 0.06 0.06
H -6.38387 -5.40673 -0.81069 0.11 -0.01 -0.12
H -3.43285 -6.07957 -1.39993 -0.05 0.02 0.15
H -4.33172 -4.71253 -2.02147 0.13 0.14 0.29
H -4.08104 -6.88733 1.88669 0.09 -0.03 -0.08
H -2.30780 -6.72336 1.84024 -0.27 0.11 0.12
H -3.16910 -7.09813 0.37037 -0.24 -0.03 0.06
C -1.69325 -9.40181 5.00236 0.05 -0.21 -0.02
C -2.91106 -8.56941 4.65498 0.19 -0.16 0.14
O -3.47922 -8.98725 3.40227 -0.16 0.41 -0.29
C -4.35643 -9.99995 3.26256 -0.41 -0.56 -0.78
C -4.56698 -10.94699 4.40900 -0.49 0.10 0.54
O -4.91043 -10.18403 2.19727 0.71 0.55 0.90
H -1.94932 -10.45589 5.13091 -0.02 0.09 0.09
H -1.23285 -9.04323 5.92626 -0.04 -0.01 -0.08
H -0.95484 -9.35170 4.19774 -0.07 0.11 0.09
H -3.66380 -8.57174 5.44746 0.02 -0.11 -0.09
H -2.60668 -7.52822 4.52132 -0.18 -0.11 -0.23
H -3.91155 -11.81117 4.28621 -0.05 0.07 0.01
H -5.60822 -11.27898 4.39696 0.24 -0.08 -0.21
H -4.40230 -10.49829 5.38725 0.21 -0.08 -0.04



No. 2
34
Properties=species:S:1:pos:R:3:forces:R:3 method="wB97M-V/def2-TZVPD" homo_energy_ev=-7.11 de_lowest_kcal_mol=99.3 charge=-1 orbital_gap_ev=9.15 lumo_energy_ha=0.0751
N -0.37311 -0.21049 -0.31873 4.89 -3.15 -1.28
O 0.26422 0.82271 -0.19251 -0.81 0.95 0.79
O -0.11543 -1.07691 0.57574 -3.01 0.44 -0.25
O -0.62447 -0.57345 -1.50885 -2.08 -0.01 0.99
O 0.41074 3.17164 -0.38797 -1.73 2.01 -0.78
H -0.42424 3.30372 -0.92410 1.65 0.09 0.76
H 0.30470 2.24405 -0.15490 0.11 0.33 0.04
O -1.65934 -1.08463 3.31017 -2.23 -1.24 -1.31
H -2.07396 -0.85883 2.42221 0.98 -0.35 1.81
H -0.81360 -0.64150 3.32091 0.00 0.17 0.07
O 2.62490 0.05990 1.47303 0.13 2.28 1.44
H 1.69363 0.08478 1.07901 1.80 0.71 1.06
H 2.86673 0.86249 2.11381 -1.49 -2.50 -2.55
O -0.71314 -3.53244 -1.17023 -2.48 1.38 2.95
H -1.28346 -3.13455 -0.38345 1.42 -2.36 -1.43
H -0.62614 -2.61830 -1.41997 1.10 0.88 -1.56
O -0.30541 0.82139 2.86389 2.31 3.92 3.79
H -0.03637 0.43250 2.09977 0.63 -2.11 -4.13
H 0.59191 1.22401 3.09956 -1.94 -0.42 0.03
O -3.42631 -0.37095 -2.28255 -1.25 -0.07 0.01
H -2.57211 -0.78113 -2.19678 0.90 -0.20 -0.61
H -3.56384 0.01800 -3.15297 0.51 -0.20 0.19
O 2.33242 2.36903 -2.31498 0.05 0.94 0.80
H 2.02891 2.92105 -1.51690 0.25 -2.03 -1.64
H 2.25893 1.37724 -2.22251 -0.23 1.43 0.56
O 2.08632 -0.29481 -2.14722 0.04 0.19 -1.01
H 1.27031 -0.45923 -1.67401 -0.07 -0.27 -0.03
H 2.82083 -0.67932 -1.69051 0.37 -0.43 0.67
O 1.83753 -2.50537 1.56592 0.31 -1.88 0.49
H 1.13683 -2.00800 1.11030 1.33 0.27 0.41
H 2.69815 -2.12206 1.80033 -1.31 0.76 -0.71
O -3.02792 1.07229 -0.06678 -0.50 -0.97 1.02
H -3.07079 0.35946 -0.73647 -0.09 1.16 -0.03
H -2.51743 1.80774 -0.37229 0.44 0.28 -0.57



No. 3
10
Properties=species:S:1:pos:R:3:forces:R:3 method="wB97M-V/def2-TZVPD" homo_energy_ev=-4.34 de_lowest_kcal_mol=9.1 charge=-1 orbital_gap_ev=8.09 lumo_energy_ha=0.1378
C -1.17956 1.21617 -0.19431 -0.53 0.13 -0.27
S 0.14216 1.75284 0.90853 0.25 -0.17 -0.15
H -0.88902 0.44493 -0.89539 0.57 -0.03 0.05
H -1.53339 2.08077 -0.75043 -0.16 0.10 -0.03
H -2.00336 0.76586 0.34708 -0.14 0.10 0.29
O -0.12185 -1.58594 0.14125 -0.52 -0.26 0.03
C 1.09595 -1.75600 0.01805 0.71 0.28 -0.14
O 1.99523 -0.88444 -0.11532 -0.12 -0.02 0.07
H 1.47753 -2.81520 0.01456 -0.11 -0.03 0.03
H 1.01630 0.78102 0.52598 0.05 -0.10 0.12



No. 4
11
Properties=species:S:1:pos:R:3:forces:R:3 method="wB97M-V/def2-TZVPD" homo_energy_ev="-12.55 / -16.67" de_lowest_kcal_mol=0.0 spin_multiplicity=6 charge=+1 orbital_gap_ev="7.31 / 11.49" lumo_energy_ha="-0.1926 / -0.1905"
O 2.10516 1.31381 2.00033 -1.32 -0.71 -0.68
Cr 1.23905 1.53677 -0.34059 0.72 4.28 -0.22
C -0.23923 -0.97471 -0.64651 2.47 3.03 2.64
C -1.60767 -0.42879 -0.88333 -0.04 0.12 0.06
H 1.35168 0.71316 2.24651 1.03 0.75 0.10
H -0.11299 -2.02925 -0.36184 0.30 0.20 -0.69
H -1.69309 0.61691 -0.54383 0.26 -0.33 -0.30
H -1.87353 -0.47741 -1.94835 0.04 -0.06 0.12
H -2.37304 -1.00379 -0.32578 0.54 -0.03 -0.35
O 0.78666 -0.16848 -0.36628 -4.81 -6.84 -1.75
H 2.41701 0.90178 1.16966 0.83 -0.41 1.07